A molecular structure, C50H40N9O8P2SSn in a non-equilibrium geometry, computed with ωB97M-V/def2-TZVPD.

Geometry (Å):
Sn  0.3799  0.1202  0.9166
O  -2.2084  -1.5844  -2.0535
S  -1.7198  -1.8246  -0.7163
C  -3.2069  -1.6648  0.3570
C  -4.0403  -2.6641  0.8194
C  -5.1642  -2.3110  1.5623
C  -5.4539  -0.9795  1.8179
C  -4.6046  0.0229  1.3740
C  -3.4733  -0.3284  0.6423
P  -2.3004  0.9433  0.0751
C  -2.8385  1.5729  -1.5201
C  -2.2421  2.7408  -2.0162
C  -2.7197  3.3107  -3.1802
C  -3.7688  2.7099  -3.8698
C  -4.3330  1.5321  -3.3972
C  -3.8648  0.9486  -2.2347
C  -2.4648  2.3083  1.2686
C  -1.8812  2.1472  2.5271
C  -1.9965  3.1319  3.4877
C  -2.6923  4.2985  3.1956
C  -3.2812  4.4601  1.9508
C  -3.1726  3.4763  0.9820
C  -1.2741  -3.5872  -0.6170
C  -2.0956  -4.6518  -0.9411
C  -1.6001  -5.9410  -0.7850
C  -0.3032  -6.1575  -0.3403
C  0.5406  -5.0873  -0.0864
C  0.0498  -3.7958  -0.2497
P  1.1615  -2.3633  -0.2134
C  1.7268  -2.1168  -1.9040
C  1.0749  -2.6582  -3.0130
C  1.5508  -2.3828  -4.2828
C  2.6242  -1.5192  -4.4617
C  3.2469  -0.9449  -3.3579
C  2.8109  -1.2490  -2.0834
C  2.5940  -2.8252  0.8062
C  2.4896  -2.6422  2.1861
C  3.5132  -3.0508  3.0189
C  4.6613  -3.6072  2.4730
C  4.7798  -3.7661  1.1005
C  3.7483  -3.3844  0.2569
H  -3.8268  -3.7029  0.6219
H  -5.8167  -3.0835  1.9413
H  -6.3454  -0.7169  2.3678
H  -4.8229  1.0596  1.5904
H  -1.4207  3.2003  -1.4800
H  -2.2787  4.2220  -3.5557
H  -4.1251  3.1485  -4.7894
H  -5.1396  1.0663  -3.9406
H  -4.3085  0.0311  -1.8778
H  -1.3672  1.2165  2.7649
H  -1.5426  2.9970  4.4577
H  -2.7710  5.0787  3.9358
H  -3.8285  5.3634  1.7262
H  -3.6599  3.6063  0.0268
H  -3.0856  -4.4842  -1.3365
H  -2.2340  -6.7828  -1.0165
H  0.0618  -7.1694  -0.2363
H  1.5692  -5.2442  0.2048
H  0.2124  -3.2997  -2.8974
H  1.0755  -2.8356  -5.1407
H  2.9729  -1.2881  -5.4587
H  4.0715  -0.2617  -3.4965
H  3.3025  -0.8206  -1.2163
H  1.5902  -2.1888  2.5920
H  3.4252  -2.9329  4.0881
H  5.4681  -3.9120  3.1201
H  5.6795  -4.1940  0.6848
H  3.8330  -3.5323  -0.8112
N  4.4940  4.5505  5.7346
C  3.3466  4.6838  5.0721
O  2.5995  5.6319  5.1234
C  2.9165  3.5219  4.1887
C  2.5842  3.8014  2.8685
C  1.9815  2.8159  2.1087
N  1.7039  1.6078  2.5885
C  2.0542  1.3212  3.8376
C  2.6613  2.2451  4.6758
H  4.8046  5.3251  6.3060
H  5.1201  3.7692  5.6240
H  2.7641  4.7789  2.4512
H  1.7033  2.9993  1.0806
H  1.8245  0.3237  4.1881
H  2.8896  1.9715  5.6940
N  -1.3407  -4.7640  3.3676
N  -1.4677  -3.4417  3.2334
N  -2.3803  -2.7601  3.8687
C  -2.2203  -1.5402  3.3895
N  -1.2354  -1.4988  2.4957
N  -0.7655  -2.7258  2.4016
H  -1.8181  -5.1254  4.1859
H  -0.4099  -5.1295  3.2140
H  -2.8068  -0.6983  3.6824
O  0.0289  0.3348  -1.5692
C  0.9396  1.1930  -1.6198
O  1.5686  1.4949  -0.5667
C  1.3037  1.8486  -2.8925
C  0.6202  1.5082  -4.0559
C  0.9897  2.0851  -5.2590
C  2.0376  2.9915  -5.3377
C  2.6967  3.3274  -4.1645
C  2.3437  2.7734  -2.9434
N  3.8179  4.2772  -4.2175
O  4.3766  4.4889  -3.1701
O  4.0858  4.7408  -5.2902
N  0.2554  1.7073  -6.4712
O  -0.6970  0.9813  -6.3079
O  0.6616  2.1422  -7.5119
H  -0.1984  0.8036  -4.0279
H  2.3418  3.4128  -6.2889
H  2.8834  3.0490  -2.0499

Computed properties:
E_HOMO: -0.58762 Eh
Total charge: +3
Energy: -4318.1361 Eh

Atomic partial charges in e from the Löwdin method, atoms 1 to 6:
1 Sn 1.381
2 O -0.386
3 S 0.854
4 C -0.346
5 C -0.042
6 C -0.015

A molecular structure, C50H41AsCl4FN3O5PSc, computed with ωB97M-V/def2-TZVPD.

Geometry (Å):
Sc  -0.4523  -0.6864  -2.1374
C  0.2471  -5.5532  3.7441
C  1.2897  -5.8122  2.6696
C  2.6917  -5.8525  3.2560
C  3.6963  -6.2303  2.1828
C  3.5665  -5.3149  0.9961
C  4.6265  -5.1229  0.1411
C  4.5036  -4.2687  -0.9506
F  5.5612  -4.1264  -1.7677
C  3.3558  -3.5779  -1.2005
C  2.2680  -3.7368  -0.3306
C  1.0555  -2.9549  -0.5707
O  1.0419  -2.1369  -1.5313
C  -0.0186  -3.1960  0.3178
C  0.1419  -4.1030  1.3327
N  1.2557  -4.7942  1.5844
C  2.3615  -4.6213  0.7533
C  -1.3580  -2.4890  0.2823
O  -2.2263  -2.8575  1.0602
O  -1.4626  -1.5237  -0.5538
H  0.4129  -6.2641  4.5527
H  -0.7737  -5.6954  3.3952
H  0.3425  -4.5453  4.1512
H  1.0857  -6.7790  2.1968
H  2.7084  -6.5774  4.0695
H  2.9296  -4.8730  3.6815
H  3.5216  -7.2642  1.8693
H  4.7161  -6.1860  2.5658
H  5.5669  -5.6335  0.3065
H  3.2644  -2.9314  -2.0606
H  -0.7089  -4.2565  1.9785
Cl  -3.6720  -0.9395  -8.1274
C  -3.1441  -0.4554  -6.5557
C  -3.5513  0.7629  -6.0279
Cl  -4.5836  1.8100  -6.9348
C  -3.1148  1.1499  -4.7534
Cl  -3.5614  2.6765  -4.0710
C  -2.2842  0.3267  -4.0146
O  -1.7871  0.6419  -2.8216
C  -1.8648  -0.9244  -4.5538
O  -1.0581  -1.6416  -3.7942
C  -2.3007  -1.2974  -5.8157
Cl  -1.7662  -2.8123  -6.4478
C  -1.0185  1.5888  1.0851
C  -0.9055  0.4858  2.1292
As  -2.3454  0.4490  3.4854
C  -1.9995  2.1508  4.3863
C  -2.9915  2.6618  5.2226
C  -2.7873  3.8307  5.9405
C  -1.5741  4.4996  5.8502
C  -0.5705  3.9881  5.0422
C  -0.7821  2.8220  4.3165
C  -3.7580  0.9899  2.2459
C  -4.1848  0.0037  1.3570
C  -5.0690  0.3193  0.3346
C  -5.5533  1.6136  0.2061
C  -5.1485  2.5926  1.1026
C  -4.2472  2.2854  2.1144
P  0.2154  1.3759  -0.2573
C  0.1661  2.9732  -1.1275
C  1.3333  3.6041  -1.5563
C  1.2630  4.7728  -2.3015
C  0.0292  5.3185  -2.6289
C  -1.1359  4.6864  -2.2177
C  -1.0706  3.5156  -1.4774
C  1.8008  1.4141  0.6412
C  2.1627  2.5013  1.4385
C  3.3380  2.4708  2.1702
C  4.1648  1.3529  2.1146
C  3.8148  0.2702  1.3244
C  2.6344  0.3030  0.5901
H  -0.9245  2.5818  1.5310
H  -1.9965  1.5427  0.6025
H  0.0513  0.5165  2.6560
H  -0.9706  -0.4906  1.6524
H  -3.9411  2.1443  5.3091
H  -3.5749  4.2165  6.5753
H  -1.4107  5.4099  6.4123
H  0.3834  4.4968  4.9733
H  0.0216  2.4403  3.6989
H  -3.7961  -1.0074  1.4302
H  -5.3671  -0.4473  -0.3691
H  -6.2387  1.8600  -0.5948
H  -5.5213  3.6049  1.0053
H  -3.9120  3.0677  2.7838
H  2.3000  3.1842  -1.3030
H  2.1755  5.2630  -2.6189
H  -0.0247  6.2314  -3.2084
H  -2.1015  5.0926  -2.4888
H  -1.9884  3.0117  -1.1986
H  1.5237  3.3771  1.4768
H  3.6133  3.3184  2.7849
H  5.0826  1.3318  2.6882
H  4.4559  -0.6014  1.2756
H  2.3568  -0.5425  -0.0286
C  0.1924  2.1853  -4.6296
C  1.3324  1.4266  -4.0571
N  1.3111  0.4018  -3.2193
C  2.6289  0.0316  -3.0207
C  3.4481  0.8305  -3.7438
N  2.6095  1.7073  -4.3931
H  -0.5583  2.3819  -3.8679
H  -0.2847  1.6114  -5.4263
H  0.5422  3.1322  -5.0395
H  2.8821  -0.7842  -2.3705
H  4.5168  0.8563  -3.8540
H  2.8799  2.4443  -5.0203

Computed properties:
E_HOMO: -0.25583 Eh
Energy: -7749.2247 Eh

Atomic partial charges in e from the Löwdin method, atoms 1 to 6:
1 Sc 0.958
2 C -0.041
3 C -0.295
4 C -0.145
5 C -0.127
6 C -0.128

Looking at ΔE to the lowest compared entry with this formula, charge and spin for the records above, in order, we have 43.2; 0.0 kcal per mole.
Looking at LUMO for the records above, in order, we have -11.1; -0.7 eV.
Looking at orbital gap for the records above, in order, we have 0.1815; 0.2313 Ha.